Entry from OMol25: the ion C19H37B2FN4O8PS2 with charge +1 in a non-equilibrium geometry (wB97M-V/def2-TZVPD).

Properties
gap between HOMO and LUMO	7.9	eV
E_HOMO	-0.3927	hartree
structure (SMILES)	[H]/N=C\C[C@@]1(CB(O)O)OC[C@@](CCF)(CC(=O)O)[N@@H+](B(N)O)[C@]1(CCCSC(=S)N1CCOCC1)[PH2]=O
2S+1	1
charge	+1

Element x y z (Å)
H (1.51777, 2.31697, 4.11497)
N (1.38255, 3.15791, 3.54956)
C (2.01305, 3.07902, 2.44608)
C (2.86841, 1.90053, 2.05273)
C (2.67943, 1.22241, 0.69476)
C (3.40272, 1.94743, -0.46336)
B (3.75089, 3.49716, -0.32117)
O (4.56932, 3.94430, 0.65458)
O (3.24044, 4.41376, -1.24562)
O (3.49302, 0.01027, 0.84184)
C (2.82354, -1.17914, 1.11476)
C (1.98683, -1.59737, -0.11201)
C (3.02634, -2.10517, -1.11837)
C (2.60903, -2.11371, -2.56784)
F (2.74910, -0.83162, -3.09797)
C (1.07009, -2.73676, 0.37370)
C (0.74989, -3.80954, -0.64472)
O (1.43404, -4.82421, -0.80603)
O (-0.37981, -3.57299, -1.38393)
N (1.29924, -0.36384, -0.64817)
B (-0.02590, -0.64909, -1.39708)
N (-0.05906, -0.52904, -2.80309)
O (-1.10450, -1.05264, -0.68909)
C (1.21125, 0.82852, 0.34684)
C (0.30659, 0.45183, 1.53502)
C (-0.80681, 1.41358, 1.99630)
C (-2.18621, 1.01589, 1.48458)
S (-2.68138, -0.47016, 2.44092)
C (-4.38870, -0.85489, 2.07750)
S (-5.27698, -1.34549, 3.32447)
N (-4.91596, -0.91469, 0.76397)
C (-4.42947, -2.06379, 0.00033)
C (-4.77084, -1.83031, -1.47094)
O (-5.99315, -1.15877, -1.60125)
C (-5.93841, 0.16293, -1.09952)
C (-4.87046, 0.30448, -0.01715)
P (0.41581, 2.24347, -0.60564)
O (0.68429, 3.55630, 0.00350)
H (1.94163, 3.94344, 1.79979)
H (2.72746, 1.13413, 2.81174)
H (3.91196, 2.18097, 2.14501)
H (4.35311, 1.44223, -0.60909)
H (2.89034, 1.83674, -1.41751)
H (4.86998, 4.83679, 0.47365)
H (3.73016, 4.35888, -2.06881)
H (3.57025, -1.95533, 1.23455)
H (2.24023, -1.18047, 2.03595)
H (3.92958, -1.50560, -1.04028)
H (3.32463, -3.11093, -0.84739)
H (3.21662, -2.80967, -3.13464)
H (1.57666, -2.41437, -2.71864)
H (0.13660, -2.39411, 0.80684)
H (1.60187, -3.25281, 1.16387)
H (-0.67597, -4.43541, -1.69967)
H (1.92064, -0.02061, -1.38986)
H (-0.99276, -0.36574, -3.15028)
H (0.60939, 0.08685, -3.24298)
H (-1.59366, -1.76328, -1.11311)
H (0.91975, 0.22708, 2.39715)
H (-0.20296, -0.48808, 1.35016)
H (-0.60545, 2.47018, 1.87525)
H (-0.87858, 1.28795, 3.07491)
H (-2.18794, 0.74320, 0.44073)
H (-2.89585, 1.80298, 1.70406)
H (-4.98836, -2.93663, 0.32072)
H (-3.35699, -2.24064, 0.12168)
H (-4.85772, -2.77246, -1.99750)
H (-3.98667, -1.25959, -1.98548)
H (-5.75461, 0.89515, -1.88953)
H (-6.91687, 0.37453, -0.68460)
H (-5.10934, 1.17218, 0.58518)
H (-3.91238, 0.47868, -0.51178)
H (-0.96482, 1.99077, -0.65446)
H (0.95407, 2.17940, -1.90910)

Atoms 1-2, force components in eV/Å:
0.0 -0.1 0.0
0.3 0.0 -0.4